No. 1
Molecular formula: C20H32O3
Method: DFT, the ωB97M-V functional and the def2-TZVPD basis

```
55
Properties=species:S:1:pos:R:3:forces:R:3
C 2.3478 -2.5709 4.4122 -0.222 -0.151 -0.006
C 0.8431 -2.7661 4.2732 0.011 0.210 0.125
C 0.0798 -1.4810 3.9475 -0.036 -0.254 -0.174
C 0.4469 -0.8661 2.5895 0.037 0.159 0.283
C 1.4267 0.3016 2.7144 -0.089 -0.015 -0.466
C 1.8525 0.8667 1.3415 0.432 0.106 0.571
O 0.7686 1.4729 0.6750 -0.277 -0.238 -0.249
C 2.5217 -0.2030 0.5264 -0.266 0.251 -0.237
C 2.0335 -0.7243 -0.5986 0.043 0.293 0.343
C 2.6822 -1.7782 -1.3414 0.172 -0.442 -0.257
C 2.1604 -2.4035 -2.3985 0.107 -0.068 0.167
C 0.8120 -2.1241 -2.9993 -0.020 0.159 -0.037
C 0.9156 -0.9981 -3.9897 -0.019 -0.167 -0.047
C 0.1764 0.0989 -4.0457 -0.143 0.111 -0.107
C -0.9533 0.5002 -3.1461 -0.001 -0.086 0.062
C -0.7065 1.8631 -2.5684 0.016 0.005 -0.046
C -1.6075 2.7981 -2.3052 -0.015 0.167 -0.264
C -3.0869 2.7327 -2.5264 -0.035 0.100 0.088
C -3.8537 2.8772 -1.2072 -0.032 -0.156 -0.081
C -3.6830 1.6518 -0.3057 0.061 0.245 -0.051
C -2.2524 1.4507 0.1255 -0.229 -0.395 0.147
O -1.6577 0.4009 -0.0031 0.105 -0.319 -0.057
O -1.7269 2.5106 0.7130 0.096 0.567 0.245
H 2.5672 -1.8068 5.1552 0.089 0.099 0.067
H 2.7899 -2.2754 3.4644 0.133 0.067 -0.103
H 2.8191 -3.4993 4.7285 0.123 -0.038 0.008
H 0.4517 -3.1700 5.2105 -0.021 -0.085 -0.037
H 0.6476 -3.5036 3.4911 -0.065 -0.056 0.015
H -0.9862 -1.7189 3.9559 -0.017 0.067 0.069
H 0.2546 -0.7489 4.7392 -0.061 0.047 0.090
H -0.4624 -0.5126 2.0995 0.034 -0.020 -0.085
H 0.8799 -1.6356 1.9468 -0.057 -0.039 -0.056
H 0.9597 1.1082 3.2852 0.066 0.027 0.034
H 2.3235 -0.0121 3.2480 0.078 0.001 0.101
H 2.5700 1.6811 1.5154 -0.049 -0.163 -0.018
H 0.1735 0.7622 0.3657 -0.151 0.190 0.007
H 3.4539 -0.5636 0.9412 0.149 -0.153 0.005
H 1.1092 -0.3492 -1.0118 -0.188 0.145 -0.018
H 3.6630 -2.0711 -0.9869 0.112 -0.058 -0.042
H 2.7472 -3.1628 -2.8983 0.131 -0.068 0.030
H 0.4688 -3.0189 -3.5279 -0.050 0.015 0.105
H 0.0839 -1.8940 -2.2226 -0.062 -0.070 -0.017
H 1.6991 -1.1343 -4.7253 0.065 0.088 -0.114
H 0.3833 0.8200 -4.8279 0.126 0.020 -0.115
H -1.8809 0.4936 -3.7246 -0.028 -0.052 0.067
H -1.0765 -0.2060 -2.3204 -0.060 -0.028 -0.059
H 0.3298 2.0594 -2.3233 0.114 0.106 0.091
H -1.2716 3.7302 -1.8670 0.135 0.070 0.064
H -3.3781 3.5570 -3.1847 -0.030 -0.069 -0.043
H -3.3730 1.7975 -3.0081 -0.049 0.003 -0.077
H -4.9173 3.0057 -1.4186 0.022 0.050 0.050
H -3.5009 3.7624 -0.6755 -0.087 0.051 -0.003
H -4.2822 1.7853 0.5980 0.014 -0.066 0.026
H -4.0145 0.7468 -0.8166 0.064 0.008 0.087
H -0.7705 2.3633 0.9120 -0.173 -0.174 -0.078
```
Positions in Å, forces in eV/Å.

Results
E_tot in a.u.: -1006.9623
Total charge: 0
SMILES: CCCCC[C@H](O)/C=C/C=C\C/C=C\C/C=C\CCCC(=O)O
Energy relative to the best compared isomer or geometry (same formula, charge and spin) in kJ/mol: 84.69

---

No. 2
Molecular formula: C19H21BN3O2
Method: DFT, the ωB97M-V functional and the def2-TZVPD basis

```
46
Properties=species:S:1:pos:R:3:forces:R:3
C 1.8634 4.4950 -2.6839 -0.090 -0.074 0.053
C 0.6815 4.6258 -2.8628 0.099 0.213 -0.307
C -0.6979 4.8674 -3.2931 -0.510 -0.082 0.335
C -1.6409 3.6177 -3.3822 -0.166 1.067 -0.215
O -2.9131 4.1893 -3.2527 -0.225 -0.306 0.043
B -2.7500 5.6884 -3.1446 -0.303 -0.187 -0.130
O -1.4020 5.7828 -2.5067 0.223 0.139 0.082
H 2.9135 4.4020 -2.5569 -0.024 -0.057 0.114
H -0.6959 5.2824 -4.3137 0.431 -0.169 -0.090
H -1.4731 3.2067 -4.3885 -0.124 -0.512 0.189
H -1.4999 2.8812 -2.5834 0.385 -0.144 -0.144
H -3.6464 6.2252 -2.5129 0.088 -0.136 0.257
H -2.7360 6.1629 -4.3007 0.203 0.115 0.011
N -1.6899 2.4710 2.7810 -0.066 -0.019 -0.080
C -1.2600 3.2774 1.8082 -0.007 -0.055 0.090
C -1.8982 3.4197 0.5855 0.100 0.143 -0.138
C -3.0471 2.6847 0.3505 -0.103 -0.047 -0.074
C -3.5085 1.8389 1.3490 0.032 0.034 0.008
C -2.7991 1.7708 2.5379 0.035 0.046 0.081
H -0.3566 3.8365 2.0259 0.000 0.017 -0.044
H -1.5118 4.0950 -0.1696 -0.021 0.025 -0.011
H -3.5675 2.7776 -0.5958 0.046 0.050 -0.026
H -4.4019 1.2445 1.2105 0.001 -0.012 0.017
H -3.1295 1.1238 3.3447 -0.033 -0.034 -0.037
N -0.3604 -2.0080 0.4208 0.018 0.020 0.132
C -0.5936 -0.8603 1.0589 -0.014 -0.032 -0.112
C -0.1593 -0.5956 2.3500 0.052 -0.034 0.067
C 0.5550 -1.5797 3.0142 0.008 -0.014 0.005
C 0.8074 -2.7782 2.3655 0.011 0.026 0.019
C 0.3331 -2.9431 1.0732 -0.267 0.216 -0.109
H -1.1583 -0.1170 0.5055 0.012 0.037 0.040
H -0.3782 0.3545 2.8177 -0.006 0.017 -0.030
H 0.9098 -1.4133 4.0243 -0.003 0.006 -0.002
H 1.3592 -3.5735 2.8481 -0.002 -0.034 -0.026
H 0.5113 -3.8602 0.5354 0.074 -0.075 0.027
N 2.4820 -5.2616 0.6552 0.214 -0.243 0.032
C 3.4819 -5.3891 1.5252 -0.057 0.066 -0.009
C 4.4560 -6.3723 1.4396 -0.005 -0.017 -0.023
C 4.3871 -7.2769 0.3924 0.023 -0.022 -0.003
C 3.3535 -7.1591 -0.5221 0.025 0.006 0.024
C 2.4325 -6.1372 -0.3463 -0.086 0.075 -0.009
H 3.5015 -4.6614 2.3297 0.038 -0.007 0.006
H 5.2471 -6.4248 2.1750 -0.006 0.013 0.010
H 5.1279 -8.0598 0.2900 -0.001 0.001 0.001
H 3.2611 -7.8421 -1.3554 -0.013 0.011 -0.010
H 1.6103 -6.0078 -1.0427 0.016 -0.032 -0.015
```
Positions in Å, forces in eV/Å.

Results
E_tot in a.u.: -1076.1973
Total charge: -1

---

No. 3
Molecular formula: C5H12O
Method: DFT, the ωB97M-V functional and the def2-TZVPD basis

```
18
Properties=species:S:1:pos:R:3:forces:R:3
C -1.2636 0.7965 -1.2794 0.077 -0.071 -0.231
C -0.4760 -0.1802 -0.3979 0.700 -0.667 -0.881
C -1.4082 -1.1762 0.3164 0.138 -0.115 -0.142
C 0.5610 0.5497 0.4931 0.935 -0.383 -0.692
C 1.9430 0.4854 -0.3079 -0.979 0.467 0.434
O 2.4893 -0.8085 -0.5222 -0.848 -0.479 -0.557
H -0.6173 1.6161 -1.6132 -0.092 -0.147 -0.091
H -2.1545 1.2511 -0.8230 0.318 -0.236 0.234
H -1.5969 0.2372 -2.1532 -0.190 0.231 -0.174
H 0.1537 -0.8284 -1.1928 -1.375 1.211 1.796
H -2.3365 -0.7549 0.7316 0.397 0.257 -0.151
H -0.9018 -1.7022 1.1334 0.017 0.041 -0.217
H -1.7097 -1.9129 -0.4295 -0.167 -0.153 0.160
H 0.3318 1.6212 0.6285 -0.093 -0.337 -0.216
H 0.6040 0.1369 1.5196 0.303 -0.100 -0.614
H 2.6992 1.1169 0.1746 -0.068 -0.374 -0.043
H 1.7333 0.9061 -1.3019 0.013 0.311 0.236
H 1.9388 -1.2374 -1.2302 0.916 0.544 1.149
```
Positions in Å, forces in eV/Å.

Results
E_tot in a.u.: -272.9155
Total charge: 0
SMILES: CC(C)CCO
Energy relative to the best compared isomer or geometry (same formula, charge and spin) in kJ/mol: 87.05

---

No. 4
Molecular formula: C16H14BIN7O5Pt
Method: DFT, the ωB97M-V functional and the def2-TZVPD basis

```
45
Properties=species:S:1:pos:R:3:forces:R:3
Pt -0.2918 -0.1743 -0.1843 1.013 0.140 1.345
O 0.3858 0.1529 6.0037 0.000 0.019 0.155
C 0.0417 0.1003 4.7267 -0.041 -0.300 -0.573
C -0.3574 1.2167 3.9769 -0.173 -0.045 -0.305
C -0.6446 1.0545 2.6383 -0.156 0.919 -0.411
N -0.5577 -0.1282 2.0345 0.274 0.993 -1.583
C -0.2189 -1.1907 2.7379 0.364 -2.326 -0.630
C 0.0869 -1.1478 4.0757 -0.189 0.790 0.135
C -0.2100 -2.5511 1.9028 0.135 2.169 4.978
O -0.2183 -3.5527 2.5675 0.035 -0.563 -1.157
O -0.2059 -2.3485 0.6739 -0.014 0.806 -4.620
C -1.0787 2.2056 1.7056 0.490 -0.111 3.376
O -1.3942 3.2667 2.1885 0.026 -0.319 -0.745
O -1.0658 1.8953 0.4730 0.589 -1.388 -3.447
H 0.3131 1.0418 6.3816 -0.017 -0.093 -0.129
H -0.4404 2.2020 4.4131 -0.081 0.113 -0.041
H 0.3621 -2.0391 4.6156 -0.034 -0.227 -0.090
B 2.6426 0.1527 -2.5525 1.329 0.556 -1.515
N 2.6269 0.8925 -1.2384 0.276 0.267 0.352
C 3.5962 1.7844 -0.9310 -0.800 -0.555 0.108
C 3.3415 2.2983 0.3172 -0.775 -0.391 0.344
C 2.1684 1.6525 0.7236 0.520 0.689 0.629
N 1.7625 0.8162 -0.2237 -1.634 -0.942 0.585
N 1.5928 -0.9030 -2.7513 -0.211 -0.461 -0.351
C 1.6700 -1.8088 -3.7530 -0.300 0.457 0.889
C 0.6261 -2.6931 -3.6256 -0.650 0.165 0.802
C -0.0674 -2.2516 -2.4914 -0.363 -0.879 -0.727
N 0.5215 -1.1670 -2.0010 -0.887 1.016 1.373
H 2.5948 0.9463 -3.4508 -0.387 0.307 -0.057
H 3.7191 -0.3577 -2.6894 0.100 -0.290 0.253
H 4.3986 1.9845 -1.6127 0.045 -0.084 -0.236
H 3.9072 3.0254 0.8597 0.089 0.141 0.137
H 1.6295 1.7712 1.6424 -0.091 -0.030 0.137
H 2.4679 -1.7822 -4.4675 0.222 0.157 -0.010
H 0.4013 -3.5385 -4.2420 -0.063 -0.166 -0.059
H -0.9137 -2.6881 -1.9993 -0.149 -0.043 0.051
I -5.9280 -0.9536 -3.3990 0.423 0.184 0.298
C -4.3256 -0.2118 -2.2919 -0.281 -0.102 -0.186
C -4.0944 1.1033 -1.9216 -0.035 -0.748 -0.204
N -2.9502 1.1099 -1.2358 0.288 0.674 0.309
N -2.4338 -0.1164 -1.1334 1.689 -0.294 1.170
C -3.2500 -0.9389 -1.7672 -0.448 -0.126 -0.246
H -4.6670 1.9859 -2.1136 -0.056 0.287 0.023
H -2.4724 1.8774 -0.7588 -0.153 -0.176 -0.138
H -3.0705 -1.9931 -1.8231 0.081 -0.189 0.012
```
Positions in Å, forces in eV/Å.

Results
E_tot in a.u.: -1819.1163
Total charge: +1
Energy relative to the best compared isomer or geometry (same formula, charge and spin) in kJ/mol: 469.51